Record 1
Computed, not measured: a molecular structure, C4H10CuO3, with the ωB97M-V functional and the def2-TZVPD basis.

ORCA input file:
```
! wB97M-V def2-TZVPD RIJCOSX def2/J DEFGRID3
* xyz 0 2
C -0.35407 -1.36440 -0.02095
O -1.74640 -1.13398 -0.39345
C -2.38895 -0.08750 0.29337
C -2.15719 1.31294 -0.28423
O -0.86612 1.81675 -0.15827
H 0.03828 -2.02592 -0.81389
H -0.35491 -1.99493 0.89602
H -2.09756 -0.09928 1.36371
H -3.47113 -0.29601 0.25078
H -2.89233 1.97421 0.22403
H -2.46760 1.27388 -1.35110
Cu 0.42132 0.54004 0.09804
O 2.28656 0.77956 0.12262
H 2.78186 1.57079 0.35384
C 3.15823 -0.34414 -0.10597
H 3.88215 -0.14353 -0.90456
H 3.69831 -0.58123 0.81891
H 2.52954 -1.19725 -0.38890
*
```

Output
⟨S²⟩: 0.7568
Energy above the lowest of the compared OMol25 structures with the same formula, charge and spin: 0.0 kcal per mole
HOMO-LUMO gap (spin up / spin down): 7.784 / 7.822 eV
HOMO level (spin up / spin down): -7.69 / -8.31 eV



Record 2
Computed, not measured: 3 unconnected molecules or ions with the total composition C4H10F2N2O4S2, with the ωB97M-V functional and the def2-TZVPD basis.

ORCA input file:
```
! wB97M-V def2-TZVPD RIJCOSX def2/J DEFGRID3
* xyz 0 1
C 2.99243 -0.68976 -0.90029
C -0.81442 -1.64096 0.80802
C 0.17998 2.09495 1.81237
C -2.39843 -0.74945 -1.75581
N -0.54867 0.98376 2.02497
N 0.54429 2.55116 0.64080
O -2.30305 0.61549 0.04269
O 0.05815 0.23742 -0.28032
O 2.59258 0.35180 -0.06303
O -1.66423 -1.67779 -1.68527
F -2.49234 -0.28791 2.12941
F -0.51700 2.33993 -1.55050
S -1.35482 0.02917 0.96501
S 0.65976 1.62433 -0.65904
H 3.73678 -0.33323 -1.59880
H 2.17017 -0.98056 -1.40347
H 3.41993 -1.61827 -0.33000
H -1.62559 -2.11756 1.34337
H -0.81528 -1.88343 -0.22152
H 0.13759 -1.68904 1.30020
H 0.56151 2.41369 2.79234
H 3.29822 0.94132 0.25367
H -2.34483 0.21450 -2.18741
H -3.47274 -0.72955 -1.47738
*
```

Output
Energy above the lowest of the compared OMol25 structures with the same formula, charge and spin: 22.7 kcal per mole
HOMO-LUMO gap: 10.015 eV
HOMO level: -9.74 eV



Record 3
Computed, not measured: a single C4H10FN molecule, with the ωB97M-V functional and the def2-TZVPD basis.

ORCA input file:
```
! wB97M-V def2-TZVPD RIJCOSX def2/J DEFGRID3
* xyz 0 1
C -1.16931 1.10726 -0.58024
C -0.75012 -0.00566 0.32871
C 0.70544 -0.57953 0.25923
C 1.83107 0.41488 0.11741
H -2.19974 1.04305 -0.66976
H -0.64880 1.00978 -1.50444
H -0.95855 2.01451 -0.15035
H -0.84685 0.31510 1.37212
H -1.19061 -1.69747 -0.64593
H -1.25641 -1.83874 0.84442
H 1.01502 -1.26961 1.09612
H 1.56389 1.19483 -0.64844
H 2.81482 0.01452 -0.13501
H 1.91839 0.89741 1.05401
N -1.59625 -1.23409 0.15038
F 0.76800 -1.38624 -0.88825
*
```

Output
SMILES: C[C@H](F)[C@@H](C)N
Energy above the lowest of the compared OMol25 structures with the same formula, charge and spin: 10.3 kcal per mole
HOMO-LUMO gap: 10.694 eV
HOMO level: -9.65 eV



Record 4
Computed, not measured: a molecular structure, C4H10GaO2S2, with the ωB97M-V functional and the def2-TZVPD basis.

ORCA input file:
```
! wB97M-V def2-TZVPD RIJCOSX def2/J DEFGRID3
* xyz -1 1
C 2.12019 -1.61054 -0.40967
C 2.44837 -0.50983 0.30489
C 1.52012 0.38842 1.07839
Ga 0.00154 1.15357 0.00590
S 0.78653 2.39169 -1.75319
S -1.57909 -0.45354 -0.75954
C -2.94746 -0.51676 0.40570
O -1.09444 -1.83316 -0.87843
O -2.17684 0.06965 -1.99490
H 1.45418 -2.35896 0.00836
H 2.43423 -1.73932 -1.44128
H 3.50540 -0.23605 0.36047
H 1.14894 -0.07317 2.00625
H 2.10575 1.25503 1.40053
H -0.85049 2.11959 0.95900
H 0.75713 3.56038 -1.09929
H -3.20252 0.49639 0.70832
H -3.76568 -0.96641 -0.15532
H -2.66589 -1.13698 1.25382
*
```

Output
Energy above the lowest of the compared OMol25 structures with the same formula, charge and spin: 0.0 kcal per mole
HOMO-LUMO gap: 7.795 eV
HOMO level: -4.47 eV



Record 5
Computed, not measured: a molecular structure, C4H10I2N, with the ωB97M-V functional and the def2-TZVPD basis.

ORCA input file:
```
! wB97M-V def2-TZVPD RIJCOSX def2/J DEFGRID3
* xyz 1 1
C 0.72274 1.20190 0.86526
C -1.16423 -0.48594 0.44336
C 0.79676 -0.43617 -0.90053
C -0.79964 1.38635 -1.14442
N -0.06862 0.47416 -0.17802
I -2.21004 2.58281 -0.22883
I 0.52591 2.30630 -2.51729
H 0.79726 2.28378 0.64906
H 0.19318 1.20515 1.80284
H 1.80013 0.70274 0.89900
H -1.74499 -0.89012 -0.30933
H -0.55400 -1.22135 1.14405
H -1.75239 0.04540 1.05081
H 1.54619 -1.11857 -0.27192
H 0.13793 -0.98308 -1.55431
H 1.42054 0.17768 -1.63314
H -1.50389 0.11697 -2.07542
*
```

Output
Energy above the lowest of the compared OMol25 structures with the same formula, charge and spin: 79.0 kcal per mole
HOMO-LUMO gap: 8.969 eV
HOMO level: -13.48 eV



Record 6
Computed, not measured: 2 unconnected molecules or ions with the total composition C4H10IN2S, with the ωB97M-V functional and the def2-TZVPD basis.

ORCA input file:
```
! wB97M-V def2-TZVPD RIJCOSX def2/J DEFGRID3
* xyz 1 3
C 0.66013 -0.33670 0.06627
C -0.23156 0.66033 0.62735
C -0.50647 -0.77097 0.86854
C 0.78686 -0.62635 -1.46080
N 0.18024 1.61353 1.51635
N -1.81109 -1.22966 0.24490
S 2.21951 1.63856 2.73837
I 0.03847 -1.72863 2.67488
H 1.68343 -0.36236 0.41193
H -0.34616 -0.70760 -1.86312
H 1.30282 -1.56946 -1.60880
H 1.13747 0.21642 -2.09129
H -0.39194 1.55265 2.34688
H 0.25083 2.58475 1.24261
H -1.55645 -1.10153 -0.75051
H -2.49650 -0.64992 0.72598
H -1.85744 -2.25502 0.54596
H 2.83695 1.08491 1.64642
*
```

Output
⟨S²⟩: 2.0068
Energy above the lowest of the compared OMol25 structures with the same formula, charge and spin: 0.0 kcal per mole
HOMO-LUMO gap (spin up / spin down): 7.705 / 6.261 eV
HOMO level (spin up / spin down): -11.18 / -12.05 eV



Record 7
Computed, not measured: 2 unconnected molecules or ions with the total composition C4H10INO, with the ωB97M-V functional and the def2-TZVPD basis.

ORCA input file:
```
! wB97M-V def2-TZVPD RIJCOSX def2/J DEFGRID3
* xyz 0 3
C -1.12920 -0.92256 -1.19216
C 0.13667 -0.91998 1.03985
C -1.12241 1.11272 0.29703
C -0.24480 0.01022 -0.27354
N 2.62068 1.40525 0.45864
O 0.86143 0.43101 -0.88870
I 3.62999 -0.19420 0.04713
H -2.06812 -1.27453 -0.78199
H -1.35506 -0.55580 -2.23387
H -0.68061 -1.87240 -1.56109
H 0.64084 -0.40925 1.81728
H 0.71915 -1.69626 0.60140
H -0.65901 -1.38208 1.63662
H -0.57992 1.90484 0.76914
H -1.78455 1.60333 -0.51901
H -1.92128 0.60735 0.87738
H 2.93620 2.15237 -0.09410
*
```

Output
⟨S²⟩: 2.0133
HOMO-LUMO gap (spin up / spin down): 9.182 / 7.224 eV
HOMO level (spin up / spin down): -8.87 / -9.04 eV



Record 8
Computed, not measured: 2 unconnected molecules or ions with the total composition C4H10IP, with the ωB97M-V functional and the def2-TZVPD basis.

ORCA input file:
```
! wB97M-V def2-TZVPD RIJCOSX def2/J DEFGRID3
* xyz 0 1
C -1.37758 2.41213 0.00971
C 1.04102 -0.64197 -0.23128
C -0.40846 1.35519 -0.38088
C 0.00082 0.26665 0.30438
P -0.90606 -0.52415 1.77137
I 0.84194 -4.95841 -1.78159
H -2.27718 2.05708 0.58215
H -1.70078 3.07050 -0.84467
H -0.81426 3.03253 0.72613
H 1.85321 -0.07992 -0.70370
H 1.66850 -1.34018 0.38185
H 0.59824 -1.36078 -1.00410
H 0.18906 1.64980 -1.21707
H 1.58001 -3.51394 -2.09553
H -0.29935 0.22182 2.79198
H 0.01087 -1.64637 1.69127
*
```

Output
SMILES: C/C=C(/C)P.I
Energy above the lowest of the compared OMol25 structures with the same formula, charge and spin: 53.6 kcal per mole
HOMO-LUMO gap: 9.121 eV
HOMO level: -8.71 eV